Density functional theory data (ωB97M-V/def2-TZVPD) for a structure of composition C51H49N8O3PSSiTi at a distorted geometry.

Cartesian coordinates (Å):
Ti -0.56664 0.27799 0.12450
O -4.57070 3.73262 -0.02931
C -4.06187 3.83028 -1.26761
C -4.42285 4.94220 -2.03337
C -3.93390 5.09775 -3.31521
C -3.06959 4.15066 -3.87053
C -2.70325 3.05802 -3.11029
C -3.18288 2.87901 -1.81019
C -2.67603 1.73642 -1.02509
O -1.72444 0.99521 -1.48100
N -3.16795 1.53852 0.17774
N -2.42978 0.53683 0.78640
C -3.04864 -0.25417 1.64400
C -2.29446 -1.38531 1.95936
C -2.72661 -2.40983 2.82705
C -1.93372 -3.49812 3.02805
C -0.70034 -3.57473 2.34990
C -0.32847 -2.56004 1.51818
N -1.09085 -1.44302 1.30258
H -4.23992 2.87952 0.35105
H -5.09435 5.66823 -1.58914
H -4.23266 5.96321 -3.89541
H -2.69314 4.27162 -4.87924
H -2.02471 2.30846 -3.50155
H -4.06657 -0.07796 1.95783
H -3.68907 -2.30655 3.31733
H -2.25076 -4.29704 3.68846
H -0.03881 -4.42248 2.47612
H 0.60878 -2.58204 0.97456
N 1.44527 0.30812 -2.26880
P 2.33783 0.54271 -0.78053
C 4.01833 0.05232 -1.39208
C 5.11553 0.28872 -0.55779
C 6.40650 0.05133 -1.00002
C 6.63230 -0.42726 -2.28799
C 5.54918 -0.69831 -3.10901
C 4.24875 -0.47193 -2.65971
C 2.78011 2.36274 -1.03902
C 2.95634 3.02081 -2.25418
C 3.34996 4.35160 -2.29983
C 3.58359 5.05088 -1.11839
C 3.44240 4.39948 0.10301
C 3.04717 3.06477 0.13511
C 0.39829 -0.56967 -2.50422
C 0.01736 -0.81359 -3.82647
C -1.00278 -1.69784 -4.06608
C -1.63068 -2.33616 -2.99583
C -1.22560 -2.00782 -1.73152
N -0.24160 -1.12519 -1.46608
H 1.86150 0.65068 -3.11959
H 4.95899 0.65654 0.45376
H 7.24170 0.23948 -0.33504
H 7.64321 -0.59617 -2.64034
H 5.70610 -1.10949 -4.09934
H 3.42537 -0.75689 -3.30604
H 2.78326 2.50178 -3.19496
H 3.48380 4.84431 -3.25770
H 3.88765 6.09118 -1.15154
H 3.63774 4.93064 1.02733
H 2.93985 2.55572 1.09009
H 0.52545 -0.29886 -4.63278
H -1.31484 -1.89846 -5.08379
H -2.42883 -3.05077 -3.14351
H -1.70017 -2.44281 -0.86503
C 3.99317 -3.16808 -1.92130
Si 2.31198 -3.00502 -1.07609
C 1.97848 -4.60058 -0.13202
C 1.08686 -2.98633 -2.48464
N 2.06172 -1.64554 -0.05539
C 2.75015 -1.47034 1.11414
C 3.96350 -2.15753 1.41958
C 4.71196 -1.97514 2.56497
C 4.30148 -1.04894 3.51218
C 3.12289 -0.35735 3.28692
C 2.34804 -0.56025 2.14379
O 1.09376 0.15791 1.98587
C 0.56545 0.72735 3.14721
C 0.80808 2.05872 3.41946
C 0.26075 2.63521 4.55591
C -0.52492 1.87302 5.41394
C -0.73624 0.52680 5.13788
C -0.17722 -0.05527 4.00787
H 4.37687 -4.18967 -1.80953
H 4.74751 -2.47743 -1.52636
H 3.90362 -2.96077 -2.99437
H 2.46513 -5.45627 -0.61625
H 0.90067 -4.80921 -0.09326
H 2.34906 -4.54493 0.89910
H 1.33193 -3.82356 -3.15276
H 1.14244 -2.06470 -3.08204
H 0.05116 -3.11604 -2.14640
H 4.32635 -2.87126 0.69113
H 5.61888 -2.55284 2.70963
H 4.87049 -0.86676 4.41633
H 2.80937 0.34779 4.03666
H 1.41975 2.64214 2.74160
H 0.44822 3.68201 4.76702
H -0.96115 2.32373 6.29741
H -1.33101 -0.08149 5.80804
H -0.28550 -1.11495 3.81685
N -0.03424 7.21005 -1.02695
C -0.46471 6.68906 0.12100
S -0.91411 7.62629 1.39364
C -0.49653 5.16735 0.15386
C -0.03592 4.40252 -0.89792
C -0.00601 3.02339 -0.78282
N -0.39476 2.36990 0.31683
C -0.94978 3.11874 1.28130
C -0.99610 4.49654 1.25134
H 0.05948 8.21063 -1.07659
H 0.34093 6.64956 -1.77068
H 0.30892 4.82527 -1.83111
H 0.29166 2.42424 -1.62355
H -1.36817 2.58134 2.11653
H -1.43370 5.04603 2.07505

Computed properties:
2S+1 = 1
energy relative to the best compared isomer or geometry (same formula, charge and spin) = 1.185 eV
gap between HOMO and LUMO (alpha / beta) = 5.35 / 5.43 eV
LUMO level (alpha / beta) = -0.9 / -0.8 eV
HOMO (alpha / beta) = -6.2152 / -6.2527 eV
F_max = 2.52 eV Å⁻¹
molar mass = 961.00 g/mol

Löwdin population analysis, charges in e, atoms 1 to 6:
1. Ti 1.02
2. O 0.06
3. C -0.27
4. C -0.01
5. C -0.09
6. C -0.10